No. 1
The following is a DFT calculation (wB97M-V/def2-TZVPD) of the ion C11H15N2O2 with charge +1 in a non-equilibrium geometry.

Calculated values
**Net charge**: +1
**LUMO level**: -3.4 eV
**E**: -687.53697 Eh
**E_HOMO**: -12.362 eV
**Largest force on an atom**: 4.45 eV Å⁻¹
**Structure (SMILES)**: C=C[N+](C)(C)/C=C(/C#CC)C=C=[N+]([O-])O
**ΔE to the lowest compared entry with this formula, charge and spin**: 212.30 kcal per mole

XYZ file:
```
30
C11H15N2O2 (wB97M-V/def2-TZVPD)
N 2.893 1.769 -0.375
C -0.589 0.880 0.264
H -4.526 2.920 -1.032
C 1.608 -0.990 -0.618
O 3.702 0.978 0.049
H 0.167 2.520 1.296
H 1.837 0.033 1.808
C 0.543 1.841 0.605
C 1.283 -1.021 1.735
C 1.263 -1.189 -1.890
H -1.462 -0.966 0.426
C -3.770 3.230 -0.413
H 4.327 2.633 -1.332
H 0.549 -1.222 2.519
C -0.478 -0.452 0.326
H -4.274 3.137 0.570
H -0.457 -2.878 1.328
H 2.042 -1.805 1.773
C 0.196 -2.672 0.544
H 1.062 -3.201 0.610
C -2.645 2.337 -0.241
H 0.220 -1.461 -2.136
H 1.883 -1.069 -2.750
C 1.711 2.002 0.111
O 3.392 2.625 -1.355
H 2.625 -0.660 -0.261
N 0.670 -1.250 0.477
H -0.115 -2.876 -0.519
C -1.752 1.567 -0.038
H -3.377 4.293 -0.538
```

natural (NBO) atomic charge list, values in e, 6 entries: N 0.350; C -0.032; H 0.256; C -0.085; O -0.481; H 0.249



No. 2
The following is a DFT calculation (wB97M-V/def2-TZVPD) of a cluster of 2 separate species, C6H11NO in total in a non-equilibrium geometry.

Calculated values
**LUMO level**: 0.8 eV
**E**: -364.94678 Eh
**E_HOMO**: -8.052 eV
**Largest force on an atom**: 12.93 eV Å⁻¹
**ΔE to the lowest compared entry with this formula, charge and spin**: 178.64 kcal per mole

XYZ file:
```
19
C6H11NO (wB97M-V/def2-TZVPD)
H -2.669 -0.146 -0.736
H 1.780 0.307 -1.411
H 0.926 0.523 2.014
H -1.808 2.550 -0.207
C -2.038 0.081 0.085
C -1.299 1.452 -0.071
H 2.040 -1.292 -0.759
H 0.650 -0.831 -2.130
H -0.890 -1.751 -0.871
C 0.341 -0.231 -0.004
O 0.836 2.109 -0.122
H 2.240 0.476 0.611
H -2.876 -0.025 0.938
C 1.461 0.029 1.152
C 1.123 -0.603 -1.097
C -0.910 -0.957 0.196
H 1.900 -0.877 1.391
N 0.074 1.257 -0.190
H -0.882 -2.072 1.210
```

natural (NBO) atomic charge list, values in e, 6 entries: H 0.216; H 0.236; H 0.222; H 0.230; C -0.486; C -0.129